{"formula": "C41H99N3O17", "method": "the ωB97M-V functional and the def2-TZVPD basis", "symbols": ["H", "H", "H", "H", "C", "H", "C", "H", "H", "C", "H", "H", "H", "O", "C", "C", "H", "H", "H", "H", "H", "H", "C", "C", "H", "C", "O", "H", "C", "C", "H", "O", "H", "H", "H", "C", "H", "C", "H", "C", "C", "H", "H", "H", "H", "H", "H", "H", "C", "H", "C", "H", "H", "H", "H", "H", "H", "H", "N", "C", "O", "C", "H", "C", "C", "H", "H", "C", "H", "H", "H", "C", "H", "H", "H", "C", "O", "H", "O", "O", "H", "H", "H", "C", "O", "C", "H", "C", "H", "H", "C", "H", "H", "H", "O", "H", "H", "H", "C", "H", "H", "H", "H", "O", "H", "H", "H", "H", "H", "N", "O", "C", "H", "H", "H", "C", "H", "H", "O", "C", "H", "C", "H", "H", "C", "H", "H", "O", "C", "O", "H", "H", "H", "C", "H", "O", "H", "H", "N", "C", "H", "O", "H", "H", "C", "H", "H", "H", "H", "H", "C", "C", "H", "C", "O", "H", "H", "H", "H", "C"], "positions_angstrom": [[-6.219389, -1.081312, -0.735872], [1.421701, 2.769988, -0.133942], [-3.550889, -2.922482, 2.103948], [3.733041, 2.587228, -2.819362], [-2.624349, 0.895668, -6.523092], [-1.131059, 1.371268, 1.779308], [-3.526399, -0.984162, 0.297638], [0.775671, -2.143762, -2.019592], [-4.786789, 5.027818, 3.718768], [-0.485479, 3.675808, -2.983192], [-4.113869, 0.463938, -4.794132], [-3.622689, 3.726638, -6.654942], [1.735001, -6.011552, -3.952272], [2.604041, -1.958842, 3.510908], [-0.848049, 2.443598, -3.817252], [0.405131, 1.659838, -4.351682], [1.850071, -4.372802, 5.560298], [2.557061, 5.246298, 5.306958], [-5.197139, -3.360672, 1.997078], [5.727201, 1.773138, 3.698978], [-1.289069, 4.332358, -2.649602], [1.684001, -0.057782, 3.183348], [2.744571, -2.392142, -0.047522], [-3.955829, 3.085808, -5.838582], [-3.137229, 0.636258, 4.462778], [-3.549199, 1.266238, -4.319182], [2.887391, 4.441038, -3.055822], [0.241331, -5.270822, -1.840602], [1.150571, -4.784672, -1.487012], [3.733591, 3.533498, -2.278372], [-1.803399, -2.064052, 0.880038], [0.340411, 2.882998, 1.379828], [-5.818689, -0.153372, 0.556908], [-1.940499, 1.998168, -1.939782], [4.721481, 3.986878, -2.359642], [5.340681, -0.249062, 4.267838], [2.611731, 5.617668, 2.887878], [-2.138809, -1.613932, -0.054302], [2.995381, 1.995598, 4.215968], [-2.189729, 5.195528, 3.317348], [-4.638649, -2.057272, 0.451748], [5.099561, 4.589218, 2.956628], [5.089621, 1.773938, 5.259668], [-2.005229, 0.042638, -6.245372], [-6.175849, -3.488332, -1.362552], [-3.262699, -0.026262, -2.705422], [-0.788539, 0.824918, -2.350392], [-4.943009, 2.696938, -6.088302], [0.918131, 0.558678, 1.435318], [-0.382159, -3.296872, 4.282598], [3.220891, 3.152678, -0.848232], [-0.343839, 2.925698, -6.464802], [-0.091249, 0.840918, -4.872332], [1.922811, 0.851028, 1.129958], [-0.056589, 3.427108, 2.063878], [-3.252589, -0.630262, 1.291558], [-4.258579, 1.913308, -3.803272], [1.991371, 4.133778, -2.899802], [-1.668679, 2.697018, -5.059432], [1.469061, -3.391982, -3.527762], [-1.799419, -0.823072, 3.491858], [-2.880319, 2.010778, -5.442222], [4.741061, -0.941632, 4.858508], [3.472451, 5.103258, 4.732758], [2.250501, -4.356802, -2.619422], [-4.176919, -5.495152, -2.323702], [-1.303729, -3.237022, -1.254592], [3.477111, -2.444742, -1.413712], [3.177571, -1.601122, 0.564768], [-6.760819, -1.568022, 0.824718], [-1.418779, -0.873022, -0.401722], [4.902271, -1.794432, -1.146772], [0.156111, 1.420518, 4.075888], [-0.397189, 0.044548, 5.720868], [1.040671, 2.364488, -4.888022], [-2.557199, 0.477408, -3.366252], [-1.095979, 4.641848, 2.828028], [6.326531, -0.490992, 4.664908], [-0.997159, 3.472148, -6.021892], [0.999621, -4.371772, 5.114938], [-1.962269, -5.349302, -0.090012], [3.356121, -2.423822, 3.137038], [3.833801, 6.967628, 4.496508], [1.447591, -2.791502, 3.353458], [1.947301, 2.586428, -0.916022], [-3.396319, -3.863522, -0.984612], [1.614941, -3.780832, 2.927638], [2.663901, -5.572872, -3.587842], [3.430051, -1.444982, -3.229682], [-3.622679, 0.714998, -6.921602], [-2.325719, -0.066852, 4.650348], [1.590251, -5.485462, -0.777312], [4.009161, 4.286668, 5.215698], [-2.564309, -4.925082, -2.618562], [-4.181979, 4.843088, 4.441048], [0.660221, -2.424452, 2.695108], [3.156861, 4.055778, -0.241272], [0.750481, -4.009672, -0.833252], [-1.548949, 1.460918, -2.803582], [0.139961, 3.423038, -2.127012], [-3.910269, -3.923122, -3.052482], [5.178051, -4.582562, -1.810362], [-0.807719, 5.204478, 2.105568], [0.969131, 0.488208, 2.847988], [0.443461, -3.735392, -3.663032], [1.954171, -3.474052, -4.500402], [2.460171, 3.939798, 3.093658], [-4.644749, -1.690122, 2.466498], [-2.111539, -0.319592, -3.961462], [3.478011, -3.721262, -2.024942], [4.341721, 6.211908, 4.800638], [3.184281, 4.746648, 3.206648], [0.031511, 4.331768, -3.683582], [3.154241, -6.348402, -2.999442], [0.582941, -2.234952, 5.268978], [-4.518779, -2.533582, 1.787668], [-1.941009, 1.272458, -7.284112], [0.948401, 1.223858, -3.513312], [5.134451, -0.780142, 2.998898], [-1.188539, 0.698148, 5.353898], [-4.181569, 3.767998, -5.018972], [0.640271, -3.095212, 4.602068], [-2.390809, -2.155212, -2.084702], [-3.678729, -5.714072, -0.119482], [1.363681, -2.062202, -2.933742], [4.775341, -0.727502, -0.963312], [4.541471, -0.113172, 2.645158], [-0.533469, 1.802378, 4.623838], [-2.250959, -2.706972, -1.155132], [3.669431, 1.510238, 3.734628], [2.519471, -0.638982, -1.851972], [-1.855069, 5.955018, 4.023948], [3.955671, 2.493178, -0.386432], [-3.011279, 4.121268, 4.047888], [0.922591, -1.235652, -3.490842], [-5.766259, -3.886252, -0.590862], [-2.457559, 3.563368, 4.803038], [0.773161, -0.372342, 0.887348], [-4.619849, -3.115472, -0.646192], [-3.550089, -4.604412, -2.281642], [-1.042649, -0.260942, 3.310488], [4.297601, 4.395708, 2.465698], [-3.399559, 3.340508, 3.393858], [-2.790369, -0.593772, 5.483748], [2.735351, -1.557712, -2.397352], [3.280151, -5.255562, -4.429062], [-0.324989, 1.377418, 0.145458], [-2.790169, 5.751318, 2.597158], [1.717611, -2.095012, -0.260022], [2.613741, -3.314592, 0.518228], [-2.951629, -4.930782, 0.094708], [-0.212629, 1.540738, 1.217288], [-3.733659, -0.093912, -0.296152], [-5.880199, -1.208922, 0.292118], [4.298131, -4.673272, -1.437382], [5.355591, -1.902692, -2.132102], [5.508451, -2.316222, -0.406242], [-2.903039, -4.652582, 1.147488], [-1.683969, 1.156618, 6.209738], [4.972731, 1.267458, 4.301588]], "atomic_forces_ev_per_a": [[0.278, -0.536, -0.400], [0.089, 0.432, 0.512], [0.320, 0.067, -0.507], [0.295, -0.225, -0.193], [0.418, 1.900, -0.531], [0.233, -0.115, 0.027], [2.563, -0.741, -0.265], [-0.544, -0.040, -0.046], [0.382, -0.356, -0.252], [0.308, 0.754, -1.435], [-0.479, 0.249, -0.036], [0.067, -0.149, -0.172], [-0.037, 0.100, -0.165], [-1.080, -0.517, -0.005], [-0.538, -1.594, -0.086], [-1.024, 0.771, 1.405], [0.120, 0.267, 0.025], [-0.252, 0.140, -0.215], [-0.427, 0.202, 0.189], [-0.148, 0.035, -0.559], [-0.561, -0.597, 0.057], [0.563, -0.388, -0.117], [-0.860, 0.377, -0.111], [0.386, 0.117, -0.757], [0.122, 0.247, -1.123], [0.913, -1.468, 1.134], [0.589, -0.613, 1.250], [0.218, -0.148, -0.724], [1.248, -0.713, 0.054], [-1.301, -0.233, -0.538], [0.450, -0.033, -0.020], [0.062, -0.950, -0.649], [0.713, -0.098, 0.671], [-0.445, 0.294, -0.241], [0.005, -0.206, 0.645], [-0.802, -0.376, 1.714], [0.406, 0.505, -0.834], [-1.286, -1.296, -0.548], [0.568, -0.024, 0.587], [-2.362, 0.690, 2.696], [0.771, 1.807, -3.362], [0.055, 0.299, 0.064], [-0.202, -0.561, 0.406], [-0.826, -0.366, 0.909], [-0.893, -0.581, 0.014], [0.592, 0.084, 0.773], [0.562, 0.257, 0.047], [0.129, -0.538, -0.293], [0.140, 0.215, 1.325], [-0.080, 0.359, -0.135], [0.726, 1.835, -0.508], [0.168, -0.512, -0.125], [0.729, -0.006, -0.672], [-0.279, 0.844, -0.569], [-0.620, -0.507, 0.402], [-0.828, 0.442, 0.208], [0.251, -0.091, 0.500], [-0.329, 0.007, -0.074], [0.412, 0.557, 2.586], [0.295, -0.925, -0.810], [-1.407, 0.963, 1.914], [-0.224, 0.024, -0.826], [-0.693, 0.835, 1.024], [0.279, -1.191, -1.416], [-1.125, -0.683, 0.594], [-0.176, 0.128, 0.583], [0.075, -0.061, 0.020], [-0.444, 0.657, 2.193], [-0.016, -0.151, 0.254], [0.040, -0.357, 0.133], [0.033, 0.130, 0.175], [-1.066, -1.313, -1.875], [0.257, -0.214, -0.445], [-0.142, -0.307, -0.006], [0.106, -0.549, -0.447], [-1.842, 1.515, -1.643], [3.626, -1.386, -2.710], [0.530, 0.699, -0.484], [-0.816, 0.137, 0.362], [0.058, 0.040, 0.947], [0.084, 0.062, -0.524], [0.268, 0.236, -0.112], [0.134, 0.288, -0.059], [-1.248, -0.405, -0.054], [-0.312, -0.872, -1.162], [1.526, 1.660, 2.102], [0.830, 0.017, -0.045], [-0.710, 0.606, 2.086], [-0.076, 0.588, -0.174], [0.391, -0.738, -0.381], [1.339, 0.573, 0.084], [0.243, -0.206, -0.043], [0.090, -0.147, -0.025], [0.175, -0.062, 0.048], [-0.136, -0.100, 2.050], [0.522, 1.149, -0.571], [0.258, 0.151, 0.148], [0.453, 0.582, -0.396], [-0.021, -0.794, 0.219], [0.051, -0.135, -0.172], [-0.107, 0.108, -0.072], [-0.020, 0.183, -0.381], [0.448, -0.065, -0.190], [-0.186, -0.998, 0.974], [0.076, -0.603, -0.101], [0.005, 0.721, -0.213], [-0.087, -0.282, 0.357], [-0.564, -0.170, 0.234], [0.325, 0.063, -0.033], [-0.086, -0.954, -2.788], [-0.068, 0.127, 0.095], [-1.101, 0.127, 2.383], [0.582, 0.209, 0.152], [0.203, 0.055, -0.162], [0.374, -0.193, 0.553], [0.201, -1.792, 3.497], [-0.512, 0.560, -0.601], [0.304, 0.197, -0.017], [0.511, 0.551, -1.458], [0.120, 1.184, -0.461], [0.529, -0.151, 0.358], [0.016, -0.747, -0.666], [-0.337, -0.280, -0.290], [0.056, -0.362, 0.841], [1.457, 1.785, 1.997], [0.019, -0.159, 0.302], [-0.437, -0.293, -0.902], [-1.577, -0.859, 1.009], [-0.787, -0.581, 0.289], [0.708, -0.950, -0.807], [0.359, 0.486, -0.377], [-0.579, 0.242, 0.647], [0.110, -0.214, 0.010], [-1.434, 1.115, -1.881], [-0.084, -0.348, -0.460], [-0.630, -0.448, -0.155], [-0.266, 0.748, 0.607], [-0.587, -0.486, 0.509], [1.997, 2.211, 0.268], [0.280, 0.303, -1.183], [0.610, -0.210, -0.662], [0.522, 0.155, -0.429], [0.629, -0.166, -0.609], [0.335, -1.374, -0.405], [-0.394, 0.310, -0.403], [0.018, 0.172, 0.223], [-1.085, 0.619, -0.294], [-0.315, -0.367, -0.353], [-0.213, 0.140, 0.241], [0.680, -0.137, -0.101], [-0.336, 0.178, -0.826], [1.997, 0.948, -1.733], [-0.356, -0.381, -0.417], [-2.151, 0.310, -0.489], [-0.109, -0.698, 1.342], [0.684, 0.211, 0.009], [-0.255, 0.171, 0.123], [-0.545, 0.270, -0.202], [0.246, 0.165, 0.182], [-0.051, -0.069, 0.430]], "homo_lumo_gap_ev": 8.008, "homo_ha": -0.2863, "lumo_energy_ha": 0.0080, "smiles": "CC1(C)CCCC(C)(C)N1O.CC1(C)CCCC(C)(C)N1O.CC1(C)CCCC(C)(C)N1O.OCCO.OCCO.OCCO.OCCO.OCCO.OCCO.OCCO"}